# 1
Density functional theory data (ωB97M-V/def2-TZVPD) for 8 unconnected molecules or ions with the total composition C24H58F6NO26P5 in a non-equilibrium geometry.

Properties
**2S+1**: 2
**<S²>**: 0.75
**Charge**: -1
**HOMO-LUMO gap (spin up / spin down)**: 2.366 / 6.243 eV
**E_HOMO (spin up / spin down)**: -0.4 / -4.3 eV

Last columns: bonded neighbours and bond lengths (Å).
Positions of all 120 atoms, in Å:
1 C -0.163 -0.479 -0.131  N2 1.482, H5 1.090, H6 1.090, H7 1.090
2 N 1.213 -0.808 0.311  C1 1.482, O3 1.215, O4 1.228
3 O 1.871 -0.033 0.976  N2 1.215
4 O 1.668 -1.864 -0.119  N2 1.228
5 H -0.575 0.334 0.466  C1 1.090
6 H -0.665 -1.352 0.286  C1 1.090
7 H -0.166 -0.396 -1.218  C1 1.090
8 C 4.732 -1.771 0.843  O9 1.370, H16 1.090, H17 1.090, H18 1.090
9 O 5.836 -2.517 1.157  C8 1.370, P10 1.639
10 P 7.343 -1.960 0.831  O9 1.639, O11 1.479, O12 1.629, O14 1.612
11 O 8.423 -2.971 0.842  P10 1.479
12 O 7.187 -1.121 -0.556  P10 1.629, C13 1.399
13 C 8.279 -0.766 -1.355  O12 1.399, H19 1.090, H20 1.090, H21 1.090
14 O 7.573 -0.796 1.922  P10 1.612, C15 1.412
15 C 8.011 -1.044 3.241  O14 1.412, H22 1.090, H23 1.090, H24 1.090
16 H 4.917 -0.697 0.857  C8 1.090
17 H 3.861 -2.104 1.408  C8 1.090
18 H 4.382 -2.023 -0.158  C8 1.090
19 H 8.504 0.300 -1.386  C13 1.090
20 H 8.177 -1.026 -2.409  C13 1.090
21 H 9.135 -1.342 -1.003  C13 1.090
22 H 7.521 -0.435 4.000  C15 1.090
23 H 9.092 -0.904 3.236  C15 1.090
24 H 7.962 -2.080 3.577  C15 1.090
25 C -0.795 0.102 4.349  O26 1.421, H33 1.090, H34 1.090, H35 1.090
26 O -0.994 -1.251 4.733  C25 1.421, P27 1.660
27 P 0.306 -2.241 5.024  O26 1.660, O28 1.473, O29 1.638, O31 1.620
28 O -0.009 -3.466 5.778  P27 1.473
29 O 1.016 -2.436 3.560  P27 1.638, C30 1.443
30 C 0.457 -3.468 2.720  O29 1.443, H36 1.090, H37 1.090, H38 1.090
31 O 1.365 -1.258 5.756  P27 1.620, C32 1.456
32 C 0.988 -0.633 7.016  O31 1.456, H39 1.090, H40 1.090, H41 1.090
33 H 0.188 0.183 3.886  C25 1.090
34 H -0.896 0.784 5.193  C25 1.090
35 H -1.570 0.304 3.609  C25 1.090
36 H 0.666 -3.247 1.673  C30 1.090
37 H -0.623 -3.527 2.854  C30 1.090
38 H 0.825 -4.458 2.991  C30 1.090
39 H 1.684 -0.975 7.782  C32 1.090
40 H -0.026 -0.894 7.318  C32 1.090
41 H 1.035 0.450 6.902  C32 1.090
42 C -4.460 -0.304 4.126  O43 1.439, H50 1.090, H51 1.090, H52 1.090
43 O -4.492 -1.593 3.486  C42 1.439, P44 1.636
44 P -3.772 -1.963 2.065  O43 1.636, O45 1.473, O46 1.631, O48 1.603
45 O -2.766 -1.023 1.541  P44 1.473
46 O -5.025 -2.181 1.043  P44 1.631, C47 1.397
47 C -6.032 -3.060 1.451  O46 1.397, H53 1.090, H54 1.090, H55 1.090
48 O -3.320 -3.495 2.211  P44 1.603, C49 1.440
49 C -2.927 -4.213 1.026  O48 1.440, H56 1.090, H57 1.090, H58 1.090
50 H -4.190 0.466 3.404  C42 1.090
51 H -3.784 -0.312 4.981  C42 1.090
52 H -5.457 -0.024 4.465  C42 1.090
53 H -6.313 -2.973 2.500  C47 1.090
54 H -5.788 -4.096 1.217  C47 1.090
55 H -6.949 -2.750 0.950  C47 1.090
56 H -1.881 -4.489 1.155  C49 1.090
57 H -2.899 -3.574 0.144  C49 1.090
58 H -3.461 -5.122 0.751  C49 1.090
59 C -4.581 2.930 -5.694  O60 1.408, H67 1.090, H68 1.090, H69 1.090
60 O -4.430 2.218 -4.489  C59 1.408, P61 1.631
61 P -4.020 0.640 -4.545  O60 1.631, O62 1.457, O63 1.616, O65 1.609
62 O -4.857 -0.246 -5.342  P61 1.457
63 O -3.961 0.331 -2.960  P61 1.616, C64 1.416
64 C -3.728 -0.982 -2.485  O63 1.416, H70 1.090, H71 1.090, H72 1.090
65 O -2.477 0.613 -5.004  P61 1.609, C66 1.443
66 C -1.545 1.501 -4.352  O65 1.443, H73 1.090, H74 1.090, H75 1.090
67 H -5.092 3.871 -5.489  C59 1.090
68 H -5.076 2.373 -6.489  C59 1.090
69 H -3.620 3.225 -6.115  C59 1.090
70 H -3.612 -1.833 -3.155  C64 1.090
71 H -4.544 -1.181 -1.791  C64 1.090
72 H -2.801 -1.005 -1.912  C64 1.090
73 H -1.751 2.566 -4.460  C66 1.090
74 H -0.541 1.421 -4.769  C66 1.090
75 H -1.509 1.253 -3.291  C66 1.090
76 C -3.459 4.925 -1.990  O77 1.397, H84 1.090, H85 1.090, H86 1.090
77 O -2.657 3.814 -2.264  C76 1.397, P78 1.622
78 P -1.483 3.540 -1.180  O77 1.622, O79 1.506, O80 1.666, O82 1.614
79 O -0.534 2.431 -1.555  P78 1.506
80 O -0.785 5.046 -1.038  P78 1.666, C81 1.359
81 C 0.152 5.487 -1.918  O80 1.359, H87 1.090, H88 1.090, H89 1.090
82 O -2.246 3.315 0.224  P78 1.614, C83 1.425
83 C -2.970 2.126 0.526  O82 1.425, H90 1.090, H91 1.090, H92 1.090
84 H -3.373 5.649 -2.801  C76 1.090
85 H -3.259 5.471 -1.068  C76 1.090
86 H -4.515 4.654 -1.997  C76 1.090
87 H 1.130 5.603 -1.450  C81 1.090
88 H -0.161 6.465 -2.284  C81 1.090
89 H 0.297 4.871 -2.806  C81 1.090
90 H -2.589 1.839 1.506  C83 1.090
91 H -2.787 1.335 -0.202  C83 1.090
92 H -4.035 2.323 0.647  C83 1.090
93 C -2.686 -6.773 -3.720  C94 1.529, H102 1.090, H103 1.090, H104 1.090
94 C -2.281 -5.626 -2.794  C93 1.529, O95 1.397, H105 1.090, H106 1.090
95 O -1.414 -4.782 -3.492  C94 1.397, C96 1.364
96 C -0.853 -3.644 -2.992  O95 1.364, O97 1.259, C98 1.598
97 O -0.712 -3.371 -1.770  C96 1.259
98 C -0.270 -2.659 -4.106  C96 1.598, F99 1.329, F100 1.338, F101 1.348
99 F -0.371 -3.254 -5.290  C98 1.329
100 F -0.932 -1.496 -4.119  C98 1.338
101 F 1.001 -2.348 -3.783  C98 1.348
102 H -3.331 -7.499 -3.224  C93 1.090
103 H -1.846 -7.338 -4.123  C93 1.090
104 H -3.248 -6.294 -4.522  C93 1.090
105 H -1.704 -6.056 -1.975  C94 1.090
106 H -3.204 -5.213 -2.387  C94 1.090
107 C 2.819 3.399 0.381  C108 1.539, H116 1.090, H117 1.090, H118 1.090
108 C 3.824 4.383 -0.244  C107 1.539, O109 1.424, H119 1.090, H120 1.090
109 O 4.097 5.459 0.648  C108 1.424, C110 1.342
110 C 5.080 6.292 0.273  O109 1.342, O111 1.254, C112 1.559
111 O 5.719 6.327 -0.805  C110 1.254
112 C 5.381 7.308 1.417  C110 1.559, F113 1.377, F114 1.352, F115 1.323
113 F 4.724 8.506 1.250  C112 1.377
114 F 5.021 6.807 2.620  C112 1.352
115 F 6.684 7.537 1.406  C112 1.323
116 H 2.014 3.975 0.838  C107 1.090
117 H 3.276 2.902 1.237  C107 1.090
118 H 2.418 2.614 -0.260  C107 1.090
119 H 3.263 4.852 -1.052  C108 1.090
120 H 4.735 3.993 -0.698  C108 1.090

---

# 2
Density functional theory data (ωB97M-V/def2-TZVPD) for 9 unconnected molecules or ions with the total composition C24H59N5O9PS9 in a non-equilibrium geometry.

Properties
**Charge**: +1
**HOMO-LUMO gap**: 6.268 eV
**E_HOMO**: -9.4 eV

Last columns: bonded neighbours and bond lengths (Å).
Positions of all 107 atoms, in Å:
1 C 3.699 2.854 3.762  P2 1.926, H17 1.146, H18 1.150, H19 1.157
2 P 3.675 3.225 1.872  C1 1.926, O3 1.741, N4 1.768
3 O 3.106 1.819 1.017  P2 1.741, H20 0.993
4 N 2.568 4.591 1.686  P2 1.768, C5 1.337, H21 1.040
5 C 1.257 4.719 1.918  N4 1.337, N6 1.465, N10 1.413
6 N 0.535 5.981 1.738  C5 1.465, C7 1.464
7 C -0.842 5.646 2.107  N6 1.464, S8 1.857, N9 1.437
8 S -2.282 6.819 2.097  C7 1.857, H22 1.406
9 N -0.838 4.255 2.466  C7 1.437, N10 1.384, H23 1.030
10 N 0.413 3.674 2.356  C5 1.413, N9 1.384, C11 1.449
11 C 0.458 2.260 2.671  N10 1.449, C12 1.539, N16 1.414
12 C 0.092 1.244 1.575  C11 1.539, C13 1.554, H24 1.150
13 C 0.036 -0.300 1.741  C12 1.554, C14 1.574, H25 1.134
14 C 0.413 -0.729 3.208  C13 1.574, C15 1.540, H26 1.142
15 C 0.710 0.426 4.183  C14 1.540, N16 1.409, H27 1.153
16 N 0.739 1.821 3.985  C11 1.414, C15 1.409
17 H 4.704 3.147 4.229  C1 1.146
18 H 3.410 1.764 3.988  C1 1.150
19 H 2.876 3.500 4.256  C1 1.157
20 H 3.127 1.043 1.637  O3 0.993
21 H 3.028 5.455 1.336  N4 1.040
22 H -3.384 5.949 2.036  S8 1.406
23 H -1.633 3.673 2.766  N9 1.030
24 H -0.162 1.670 0.537  C12 1.150
25 H -0.210 -1.039 0.915  C13 1.134
26 H 0.464 -1.826 3.523  C14 1.142
27 H 0.978 0.085 5.251  C15 1.153
28 C 2.051 -5.010 -0.589  S29 1.803, H32 1.091, H33 1.092, H34 1.092
29 S 2.552 -3.759 0.609  C28 1.803, O30 1.499, C31 1.805
30 O 1.592 -3.826 1.759  S29 1.499
31 C 2.087 -2.337 -0.402  S29 1.805, H35 1.090, H36 1.091, H37 1.092
32 H 2.218 -5.995 -0.150  C28 1.091
33 H 0.992 -4.894 -0.828  C28 1.092
34 H 2.654 -4.908 -1.494  C28 1.092
35 H 1.028 -2.388 -0.653  C31 1.090
36 H 2.688 -2.325 -1.313  C31 1.091
37 H 2.281 -1.428 0.170  C31 1.092
38 C -3.800 7.203 -1.947  S39 1.806, H42 1.091, H43 1.091, H44 1.092
39 S -4.940 7.842 -0.700  C38 1.806, O40 1.494, C41 1.805
40 O -6.103 6.907 -0.633  S39 1.494
41 C -5.460 9.288 -1.648  S39 1.805, H45 1.091, H46 1.091, H47 1.090
42 H -3.378 6.266 -1.581  C38 1.091
43 H -4.335 7.019 -2.881  C38 1.091
44 H -2.996 7.923 -2.109  C38 1.092
45 H -5.890 8.973 -2.600  C41 1.091
46 H -4.601 9.940 -1.820  C41 1.091
47 H -6.212 9.826 -1.071  C41 1.090
48 C -0.781 -7.560 3.514  S49 1.805, H52 1.092, H53 1.092, H54 1.092
49 S 0.573 -6.535 2.900  C48 1.805, O50 1.496, C51 1.805
50 O 1.554 -7.443 2.229  S49 1.496
51 C 1.245 -6.118 4.524  S49 1.805, H55 1.092, H56 1.092, H57 1.091
52 H -1.323 -7.964 2.658  C48 1.092
53 H -0.384 -8.381 4.114  C48 1.092
54 H -1.457 -6.948 4.115  C48 1.092
55 H 1.515 -7.030 5.061  C51 1.092
56 H 0.503 -5.554 5.091  C51 1.092
57 H 2.135 -5.504 4.381  C51 1.091
58 C 7.022 -2.963 -3.767  S59 1.805, H62 1.090, H63 1.091, H64 1.092
59 S 5.877 -2.336 -2.520  C58 1.805, O60 1.494, C61 1.806
60 O 4.726 -3.287 -2.450  S59 1.494
61 C 5.334 -0.900 -3.471  S59 1.806, H65 1.092, H66 1.092, H67 1.091
62 H 7.458 -3.893 -3.398  C58 1.090
63 H 6.489 -3.157 -4.699  C58 1.091
64 H 7.816 -2.232 -3.932  C58 1.092
65 H 4.906 -1.222 -4.422  C61 1.092
66 H 6.182 -0.236 -3.646  C61 1.092
67 H 4.575 -0.370 -2.893  C61 1.091
68 C -1.601 -9.915 -0.890  S69 1.806, H72 1.090, H73 1.091, H74 1.092
69 S -2.882 -10.010 0.379  C68 1.806, O70 1.495, C71 1.805
70 O -2.594 -8.944 1.387  S69 1.495
71 C -2.333 -11.580 1.081  S69 1.805, H75 1.092, H76 1.091, H77 1.091
72 H -1.727 -8.980 -1.437  C68 1.090
73 H -0.614 -9.933 -0.425  C68 1.091
74 H -1.709 -10.754 -1.579  C68 1.092
75 H -1.300 -11.495 1.423  C71 1.092
76 H -2.417 -12.366 0.328  C71 1.091
77 H -2.976 -11.823 1.928  C71 1.091
78 C -0.566 -2.981 -5.154  S79 1.805, H82 1.089, H83 1.092, H84 1.091
79 S -1.001 -2.308 -3.538  C78 1.805, O80 1.497, C81 1.806
80 O 0.235 -2.329 -2.693  S79 1.497
81 C -2.029 -3.702 -3.027  S79 1.806, H85 1.092, H86 1.091, H87 1.091
82 H 0.112 -2.284 -5.646  C78 1.089
83 H -0.071 -3.946 -5.034  C78 1.092
84 H -1.468 -3.093 -5.757  C78 1.091
85 H -1.443 -4.622 -3.040  C81 1.092
86 H -2.884 -3.791 -3.699  C81 1.091
87 H -2.386 -3.515 -2.013  C81 1.091
88 C -2.968 9.968 4.987  S89 1.806, H92 1.091, H93 1.091, H94 1.092
89 S -4.386 9.455 3.993  C88 1.806, O90 1.493, C91 1.805
90 O -4.567 10.471 2.913  S89 1.493
91 C -5.629 9.782 5.260  S89 1.805, H95 1.091, H96 1.092, H97 1.091
92 H -2.068 9.881 4.376  C88 1.091
93 H -3.092 11.004 5.306  C88 1.091
94 H -2.877 9.314 5.857  C88 1.092
95 H -5.586 10.830 5.562  C91 1.091
96 H -5.452 9.135 6.121  C91 1.092
97 H -6.613 9.565 4.843  C91 1.091
98 C 1.849 0.394 -7.220  S99 1.806, H102 1.090, H103 1.091, H104 1.092
99 S 0.759 0.511 -5.785  C98 1.806, O100 1.494, C101 1.805
100 O -0.619 0.156 -6.239  S99 1.494
101 C 0.836 2.309 -5.639  S99 1.805, H105 1.092, H106 1.092, H107 1.091
102 H 1.920 -0.653 -7.516  C98 1.090
103 H 1.441 0.979 -8.047  C98 1.091
104 H 2.842 0.763 -6.954  C98 1.092
105 H 0.491 2.774 -6.564  C101 1.092
106 H 1.862 2.614 -5.424  C101 1.092
107 H 0.189 2.616 -4.816  C101 1.091